# 1
Computed, not measured: C29H41AsBrClNO4P2Si2Y as an isolated structure, with ωB97M-V/def2-TZVPD.

Properties
E_LUMO in eV: -0.413
Relative energy (zero: lowest compared OMol25 entry of this formula, charge and spin) in eV: 0.056

Geometry as XYZ:
```
83
Properties=species:S:1:pos:R:3:lowdin_charge:R:1
Y 0.31 0.00 0.66 1.081
Cl -2.22 7.09 -0.42 0.657
C -1.95 5.39 -0.18 -0.672
C -2.92 4.47 -0.60 -0.081
C -2.74 3.13 -0.42 -0.002
C -1.56 2.62 0.18 -0.393
O -1.41 1.34 0.33 -0.269
C -0.59 3.57 0.61 -0.173
C 0.65 3.20 1.22 -0.213
O 1.09 2.06 1.41 -0.132
C -0.81 4.95 0.43 -0.065
H -3.82 4.84 -1.08 0.110
H -3.48 2.42 -0.76 0.117
H 1.28 4.04 1.55 0.141
H -0.06 5.65 0.75 0.119
Br -1.56 1.96 3.68 0.866
C -0.55 0.48 4.27 -0.715
C -0.61 0.14 5.62 -0.103
C 0.11 -0.96 6.04 -0.035
C 0.86 -1.66 5.11 0.013
C 0.87 -1.24 3.80 -0.172
N 0.16 -0.18 3.37 0.038
C 1.69 -1.99 2.75 -0.590
O 2.24 -3.02 3.07 0.077
O 1.68 -1.43 1.59 -0.218
H -1.22 0.73 6.29 0.101
H 0.09 -1.26 7.08 0.116
H 1.45 -2.53 5.37 0.124
C -0.53 -2.90 -2.51 -0.267
P 0.09 -2.63 -0.81 0.800
C 1.76 -3.34 -0.91 -0.268
C -0.84 -3.90 0.14 -0.370
C -0.63 -5.26 -0.05 -0.081
C -1.31 -6.20 0.70 -0.070
C -2.22 -5.79 1.66 -0.074
C -2.45 -4.44 1.86 -0.087
C -1.77 -3.48 1.10 -0.376
P -2.05 -1.69 1.32 0.858
C -2.99 -1.56 2.88 -0.269
C -3.35 -1.33 0.08 -0.244
H -0.41 -3.94 -2.81 0.044
H 0.04 -2.25 -3.18 0.021
H -1.59 -2.63 -2.58 0.029
H 1.77 -4.30 -1.43 0.039
H 2.16 -3.46 0.10 0.038
H 2.39 -2.63 -1.45 0.009
H 0.09 -5.59 -0.79 0.099
H -1.12 -7.26 0.54 0.107
H -2.75 -6.52 2.26 0.106
H -3.17 -4.13 2.61 0.090
H -2.39 -1.92 3.71 0.044
H -3.93 -2.11 2.85 0.044
H -3.21 -0.50 3.04 0.017
H -4.19 -2.02 0.17 0.052
H -2.93 -1.40 -0.92 0.025
H -3.69 -0.31 0.23 0.037
C 4.78 1.34 -2.87 -0.244
Si 3.51 1.63 -1.51 0.158
C 3.23 3.49 -1.41 -0.217
C 4.23 1.04 0.12 -0.239
As 1.62 0.33 -1.89 0.666
Si 0.24 1.51 -3.34 0.158
C 0.07 3.36 -3.08 -0.204
C -1.48 0.76 -3.20 -0.226
C 0.82 1.27 -5.11 -0.241
H 5.69 1.92 -2.69 0.026
H 4.38 1.63 -3.84 0.015
H 5.05 0.29 -2.92 0.022
H 4.09 3.98 -0.94 0.031
H 2.33 3.75 -0.84 -0.001
H 3.11 3.92 -2.41 0.017
H 5.23 1.46 0.28 0.028
H 4.31 -0.05 0.14 0.024
H 3.60 1.35 0.96 0.006
H -0.23 3.61 -2.06 0.002
H -0.68 3.76 -3.76 0.035
H 1.01 3.88 -3.29 0.014
H -1.87 0.85 -2.18 -0.007
H -1.47 -0.30 -3.46 0.003
H -2.18 1.26 -3.88 0.033
H 1.83 1.68 -5.25 0.017
H 0.15 1.76 -5.82 0.026
H 0.87 0.20 -5.36 0.019
```


# 2
Computed, not measured: a 5-piece molecular cluster, C29H42F13IN5O11S overall at a distorted geometry, with ωB97M-V/def2-TZVPD.

Properties
E_LUMO in eV: -3.075
Total charge: +1

Geometry as XYZ:
```
102
Properties=species:S:1:pos:R:3:lowdin_charge:R:1
C 3.73 -0.25 -0.79 -0.155
C 3.82 -0.97 -2.18 -0.471
S 3.84 0.22 -3.59 0.890
C 2.15 0.29 -4.27 -0.386
C 1.23 1.01 -3.29 -0.278
N 0.96 0.70 -2.02 0.224
C 0.10 1.63 -1.51 -0.227
N -0.36 1.69 -0.29 -0.008
C -1.26 2.69 0.29 -0.110
C -0.49 3.90 0.96 -0.244
C -0.82 5.28 0.27 -0.642
I -0.76 6.89 1.74 0.828
C 0.08 0.59 0.62 -0.068
C -0.51 -0.79 0.23 -0.406
C -0.19 -1.76 1.42 -0.034
O -1.90 -0.77 -0.06 -0.015
N -0.15 2.54 -2.52 0.101
C -0.91 3.74 -2.68 -0.447
O -0.33 4.75 -2.81 0.197
N -2.31 3.76 -2.74 0.201
C -2.86 2.52 -3.23 -0.517
O -2.56 1.99 -4.21 0.239
F -3.81 2.01 -2.45 0.161
N 0.54 2.12 -3.59 0.165
H 2.72 -0.38 -0.37 0.024
H 4.50 -0.64 -0.09 0.078
H 3.94 0.83 -0.88 0.064
H 2.96 -1.66 -2.25 0.060
H 4.79 -1.49 -2.23 0.051
H 1.71 -0.69 -4.51 0.100
H 2.15 0.88 -5.21 0.089
H -2.06 3.02 -0.39 0.108
H -1.77 2.19 1.13 0.135
H -0.80 4.01 2.01 0.073
H 0.60 3.72 0.96 0.118
H -1.78 5.26 -0.27 0.040
H 0.03 5.50 -0.39 0.026
H 1.17 0.52 0.48 0.114
H -0.13 0.82 1.67 0.138
H 0.05 -1.19 -0.63 0.111
H 0.85 -2.09 1.32 0.083
H -0.88 -2.62 1.44 0.080
H -0.34 -1.23 2.38 0.090
H -2.01 -1.02 -0.99 0.096
H -2.64 4.53 -3.32 0.181
H 0.59 2.58 -4.50 0.200
C -6.41 -3.11 1.61 -0.060
C -6.38 -3.83 2.94 -0.195
O -5.18 -4.62 3.07 0.032
C -4.10 -3.97 3.49 -0.393
O -4.05 -2.80 3.75 0.169
C -2.92 -4.94 3.62 -0.528
F -2.83 -5.78 2.58 0.149
F -3.04 -5.70 4.72 0.171
F -1.75 -4.30 3.72 0.160
H -6.28 -3.81 0.79 0.082
H -7.35 -2.58 1.48 0.084
H -5.59 -2.38 1.55 0.075
H -7.22 -4.54 2.99 0.128
H -6.49 -3.15 3.78 0.127
C -2.14 -7.34 -0.79 -0.050
C -2.02 -6.42 -1.99 -0.192
O -1.17 -5.30 -1.70 0.026
C 0.14 -5.51 -1.83 -0.392
O 0.65 -6.54 -2.17 0.187
C 0.92 -4.22 -1.54 -0.509
F 0.46 -3.59 -0.45 0.137
F 0.82 -3.35 -2.57 0.141
F 2.22 -4.44 -1.34 0.176
H -2.46 -6.78 0.09 0.069
H -2.85 -8.14 -0.98 0.088
H -1.17 -7.78 -0.54 0.083
H -3.00 -6.00 -2.23 0.125
H -1.67 -6.95 -2.87 0.127
C -4.39 7.11 4.15 -0.064
C -3.24 6.60 4.99 -0.219
O -3.11 7.36 6.20 0.030
C -3.91 6.99 7.21 -0.387
O -4.70 6.09 7.16 0.174
C -3.63 7.85 8.44 -0.533
F -3.51 9.15 8.13 0.162
F -2.49 7.48 9.04 0.163
F -4.61 7.75 9.35 0.171
H -4.29 8.18 3.97 0.086
H -4.44 6.59 3.20 0.074
H -5.34 6.96 4.67 0.080
H -2.30 6.74 4.45 0.054
H -3.34 5.54 5.21 0.126
C 9.33 -2.95 -5.61 -0.058
C 9.61 -3.09 -4.12 -0.191
O 9.38 -1.84 -3.44 0.040
C 8.13 -1.57 -3.11 -0.390
O 7.18 -2.27 -3.33 0.158
C 8.05 -0.24 -2.35 -0.523
F 8.80 0.71 -2.92 0.171
F 8.49 -0.38 -1.09 0.169
F 6.80 0.22 -2.29 0.133
H 9.92 -2.13 -6.03 0.085
H 9.58 -3.87 -6.13 0.086
H 8.28 -2.72 -5.79 0.077
H 10.66 -3.34 -3.96 0.128
H 9.01 -3.88 -3.68 0.126
```


# 3
Computed, not measured: C29H42GeO5PdS2 as an isolated structure, with ωB97M-V/def2-TZVPD.

Properties
2S+1: 2
E_LUMO (spin up / spin down) in eV: -3.139 / -6.139
Expectation value of S²: 0.786
Total charge: +1

Geometry as XYZ:
```
80
Properties=species:S:1:pos:R:3:lowdin_charge:R:1
Pd 0.25 -0.13 -0.41 1.000
C 1.47 -0.78 3.34 -0.026
C 0.34 -1.51 2.62 -0.683
C -0.79 -1.82 3.60 -0.085
C 0.83 -2.83 2.02 -0.042
O -0.12 -0.64 1.57 -0.447
Ge -2.03 -0.08 1.38 1.036
O -1.39 1.40 0.44 -0.401
C -1.10 2.71 0.93 -0.699
C -1.89 3.00 2.20 -0.062
C -1.50 3.68 -0.18 -0.030
C 0.40 2.81 1.21 -0.034
O -1.76 -1.02 -0.30 -0.407
C -2.78 -1.35 -1.25 -0.683
C -2.85 -2.88 -1.30 -0.024
C -2.41 -0.80 -2.62 -0.043
C -4.12 -0.77 -0.81 -0.068
H 1.91 -1.40 4.13 0.094
H 1.10 0.14 3.78 0.087
H 2.26 -0.53 2.63 0.076
H -0.40 -2.47 4.39 0.094
H -1.62 -2.33 3.11 0.073
H -1.17 -0.91 4.08 0.076
H 0.94 -3.58 2.81 0.092
H 1.79 -2.72 1.54 0.029
H 0.10 -3.21 1.30 0.086
H -2.96 2.85 2.03 0.085
H -1.74 4.03 2.51 0.092
H -1.57 2.36 3.02 0.076
H -2.57 3.63 -0.36 0.089
H -0.98 3.40 -1.10 0.062
H -1.23 4.71 0.08 0.090
H 0.70 2.04 1.92 0.074
H 0.65 3.79 1.63 0.092
H 0.97 2.67 0.29 0.072
H -1.90 -3.28 -1.67 0.071
H -3.64 -3.22 -1.97 0.092
H -3.03 -3.28 -0.31 0.090
H -1.44 -1.19 -2.93 0.065
H -2.37 0.29 -2.59 0.084
H -3.15 -1.10 -3.36 0.096
H -4.43 -1.17 0.16 0.072
H -4.89 -1.03 -1.54 0.094
H -4.07 0.32 -0.75 0.083
C 4.59 -1.31 -0.89 -0.210
S 2.85 -1.50 -0.53 0.983
O 2.35 -0.04 -0.35 -0.585
C 2.27 -2.05 -2.12 -0.416
C 2.60 -1.39 -3.29 -0.085
C 2.09 -1.85 -4.49 -0.071
C 1.24 -2.95 -4.51 -0.056
C 0.90 -3.60 -3.33 -0.059
C 1.42 -3.14 -2.12 -0.077
H 4.75 -0.53 -1.64 0.061
H 4.94 -2.28 -1.25 0.075
H 5.09 -1.05 0.03 0.065
H 3.24 -0.51 -3.28 0.116
H 2.35 -1.36 -5.42 0.110
H 0.84 -3.32 -5.45 0.114
H 0.23 -4.45 -3.34 0.116
H 1.15 -3.63 -1.19 0.110
C 2.23 5.85 -7.39 -0.041
C 0.85 5.91 -7.96 -0.679
O 0.32 6.88 -8.39 0.081
S -0.01 4.29 -8.24 1.095
C 0.17 3.44 -6.74 -0.513
C 0.29 4.10 -5.49 -0.072
C 0.35 3.38 -4.34 0.024
C 0.29 1.95 -4.37 -0.205
C 0.16 1.30 -5.63 0.011
C 0.10 2.03 -6.78 -0.075
C 0.33 1.23 -3.20 -0.020
C 0.29 0.63 -2.12 -0.045
H 2.51 6.84 -7.05 0.100
H 2.90 5.55 -8.20 0.104
H 2.33 5.12 -6.59 0.067
H 0.29 5.18 -5.45 0.123
H 0.42 3.87 -3.38 0.129
H 0.10 0.22 -5.65 0.120
H 0.00 1.54 -7.74 0.116
```


# 4
Computed, not measured: C29H43BiBrF4N2PSSi4Te as an isolated structure at a distorted geometry, with ωB97M-V/def2-TZVPD.

Properties
E_LUMO in eV: -6.496
Total charge: +2
Relative energy (zero: lowest compared OMol25 entry of this formula, charge and spin) in eV: 1.050

Geometry as XYZ:
```
87
Properties=species:S:1:pos:R:3:lowdin_charge:R:1
Bi 0.38 -1.48 -0.58 0.762
F -6.61 0.07 3.56 0.182
C -5.67 -0.29 2.72 -0.119
C -5.99 -1.02 1.59 -0.125
F -7.25 -1.34 1.35 0.170
C -4.99 -1.39 0.71 -0.210
F -5.35 -2.07 -0.38 0.127
C -3.66 -1.07 0.93 -0.309
P -2.40 -1.51 -0.29 0.920
C -2.54 -3.31 -0.51 -0.389
C -3.35 -3.90 -1.48 -0.080
C -3.38 -5.28 -1.61 -0.037
C -2.60 -6.08 -0.78 -0.035
C -1.80 -5.50 0.19 -0.074
C -1.77 -4.12 0.33 -0.139
C -2.97 -0.78 -1.85 -0.388
C -2.48 -1.29 -3.06 -0.124
C -2.89 -0.73 -4.26 -0.055
C -3.75 0.36 -4.26 -0.049
C -4.20 0.90 -3.06 -0.049
C -3.81 0.33 -1.86 -0.072
C -3.35 -0.34 2.09 -0.572
Br -1.57 0.10 2.54 0.788
C -4.34 0.05 2.97 -0.256
F -4.06 0.76 4.05 0.112
H -3.97 -3.29 -2.13 0.109
H -4.00 -5.73 -2.37 0.121
H -2.61 -7.15 -0.90 0.121
H -1.21 -6.11 0.85 0.083
H -1.15 -3.67 1.10 0.057
H -1.82 -2.15 -3.07 0.096
H -2.54 -1.16 -5.19 0.117
H -4.07 0.79 -5.20 0.118
H -4.86 1.75 -3.06 0.118
H -4.17 0.75 -0.93 0.113
C 2.51 3.40 -3.07 -0.025
N 1.53 2.73 -2.22 -0.018
C 1.77 1.65 -1.50 -0.804
N 2.92 1.01 -1.63 0.155
S 0.56 1.14 -0.37 0.486
H 2.07 4.32 -3.44 0.104
H 2.76 2.77 -3.93 0.103
H 3.41 3.64 -2.51 0.104
H 0.62 3.16 -2.09 0.138
H 3.66 1.38 -2.21 0.119
H 3.18 0.31 -0.95 0.098
C 4.15 -4.72 0.67 -0.218
Si 2.94 -5.67 1.71 0.297
C 3.81 -6.96 2.74 -0.207
C 1.72 -6.51 0.58 -0.213
Si 1.94 -4.27 3.33 0.391
Te 1.59 -1.88 1.76 0.302
Si -0.01 -4.79 4.55 0.329
C 0.65 -6.11 5.69 -0.203
C -0.57 -3.24 5.42 -0.206
C -1.50 -5.53 3.70 -0.205
Si 3.53 -3.09 4.67 0.303
C 4.12 -4.32 5.94 -0.199
C 4.95 -2.55 3.58 -0.220
C 2.71 -1.62 5.46 -0.215
H 4.59 -5.39 -0.07 0.046
H 4.96 -4.30 1.26 0.018
H 3.66 -3.89 0.15 -0.005
H 4.33 -7.66 2.08 0.046
H 3.10 -7.54 3.34 0.033
H 4.55 -6.53 3.41 0.023
H 2.28 -7.14 -0.12 0.047
H 1.13 -5.80 0.00 0.016
H 1.03 -7.16 1.13 0.032
H 1.51 -5.79 6.29 0.015
H 0.96 -7.00 5.13 0.036
H -0.13 -6.42 6.39 0.050
H 0.02 -3.03 6.31 0.031
H -1.61 -3.34 5.73 0.042
H -0.50 -2.37 4.77 0.006
H -1.27 -6.46 3.19 0.032
H -1.98 -4.85 2.99 0.012
H -2.22 -5.75 4.49 0.051
H 4.51 -5.23 5.48 0.028
H 3.33 -4.59 6.64 0.022
H 4.94 -3.87 6.52 0.050
H 5.56 -3.40 3.27 0.030
H 5.59 -1.86 4.13 0.045
H 4.61 -2.04 2.68 -0.005
H 2.09 -1.92 6.30 0.028
H 2.07 -1.08 4.75 -0.007
H 3.46 -0.92 5.83 0.045
```


# 5
Computed, not measured: C29H43F5N6O5S2Sb2TeW as an isolated structure, with ωB97M-V/def2-TZVPD.

Properties
2S+1: 3
E_LUMO (spin up / spin down) in eV: -7.450 / -7.327
Expectation value of S²: 2.059
Total charge: +2
Relative energy (zero: lowest compared OMol25 entry of this formula, charge and spin) in eV: 3.136

Geometry as XYZ:
```
94
Properties=species:S:1:pos:R:3:lowdin_charge:R:1
W -0.16 -0.15 0.21 1.580
O 3.40 4.75 1.07 0.147
C 2.73 4.95 2.21 -0.484
O 2.74 6.00 2.78 0.140
C 1.95 3.81 2.78 -0.039
C 1.36 3.92 4.02 0.024
N 0.73 2.76 4.27 0.040
N 0.85 1.87 3.28 0.110
C 1.59 2.49 2.37 -0.167
C 1.97 1.78 1.15 -0.448
O 2.80 2.17 0.37 0.140
O 1.39 0.56 0.97 -0.388
H 3.29 3.84 0.75 0.070
H 1.37 4.76 4.70 0.152
H 0.23 2.51 5.10 0.163
C -5.46 0.96 -0.92 -0.325
Sb -3.79 0.50 0.33 1.455
C -3.81 2.36 1.36 -0.306
C -5.01 -2.34 1.38 0.088
C -4.90 -1.25 2.28 -0.384
C -6.00 -0.35 2.39 -0.083
C -6.01 0.66 3.32 -0.073
C -4.92 0.83 4.17 -0.050
C -3.83 -0.01 4.07 -0.046
C -3.77 -1.05 3.15 -0.292
C -2.62 -2.00 3.18 -0.270
Sb -0.56 -1.41 2.88 1.460
C 0.15 -3.40 2.90 -0.299
C -0.04 -0.70 4.79 -0.281
H -5.47 0.29 -1.77 0.000
H -5.37 1.99 -1.26 0.020
H -6.40 0.86 -0.38 0.011
H -4.82 2.60 1.66 0.020
H -3.45 3.11 0.65 0.027
H -3.14 2.31 2.21 0.000
H -4.23 -3.06 1.24 0.061
H -5.92 -2.46 0.80 0.081
H -6.86 -0.51 1.75 0.122
H -6.88 1.31 3.40 0.124
H -4.93 1.62 4.92 0.122
H -3.00 0.11 4.76 0.106
H -2.75 -2.86 2.52 0.047
H -2.52 -2.40 4.20 0.087
H -0.23 -3.92 3.78 0.030
H 1.24 -3.37 2.93 -0.014
H -0.20 -3.91 2.00 0.000
H -0.03 -1.54 5.48 0.032
H -0.77 0.04 5.12 -0.006
H 0.95 -0.26 4.72 -0.025
S 1.56 -1.93 0.16 0.756
C 0.98 -3.33 -0.73 -0.659
N 0.23 -3.24 -1.80 0.066
C -0.20 -4.40 -2.59 -0.121
C -0.19 -5.64 -1.72 -0.144
C 1.16 -5.76 -1.02 -0.129
N 1.43 -4.50 -0.31 0.039
H -0.05 -2.32 -2.10 0.087
H 0.47 -4.51 -3.45 0.137
H -1.20 -4.19 -2.97 0.134
H -0.36 -6.53 -2.34 0.131
H -0.99 -5.59 -0.98 0.126
H 1.96 -5.96 -1.74 0.135
H 1.15 -6.56 -0.29 0.134
H 1.98 -4.52 0.53 0.135
F -0.10 1.60 -0.65 -0.484
Te -1.70 0.62 -2.50 1.814
F -1.39 -1.64 0.18 -0.569
F -1.05 0.24 -4.23 -0.472
F -1.20 0.96 1.37 -0.552
F -3.02 -0.66 -2.87 -0.489
O -0.46 -0.53 -1.75 -0.837
S 3.95 0.14 -3.98 1.050
C 3.15 1.63 -3.76 -0.375
C 2.34 1.56 -2.68 -0.264
N 2.33 0.35 -2.03 -0.062
C 3.13 -0.48 -2.62 -0.508
H 3.33 2.47 -4.41 0.077
H 1.75 2.38 -2.30 0.100
H 3.30 -1.49 -2.28 0.055
C 5.53 -0.05 1.60 -0.023
C 5.03 -0.06 3.05 -0.578
C 5.97 -0.87 3.95 -0.032
C 4.88 1.37 3.58 -0.020
C 3.70 -0.72 3.08 -0.137
N 2.67 -1.22 3.09 0.176
H 6.50 0.44 1.57 0.101
H 4.84 0.49 0.95 0.077
H 5.64 -1.07 1.22 0.093
H 6.96 -0.40 3.93 0.098
H 6.07 -1.89 3.60 0.093
H 5.62 -0.88 4.98 0.094
H 5.86 1.85 3.58 0.104
H 4.49 1.38 4.59 0.097
H 4.22 1.97 2.94 0.068
```


What did the first record say?
Computed, not measured: C29H41AsBrClNO4P2Si2Y as an isolated structure, with ωB97M-V/def2-TZVPD.

Properties
E_LUMO in eV: -0.413
Relative energy (zero: lowest compared OMol25 entry of this formula, charge and spin) in eV: 0.056

Geometry as XYZ:
```
83
Properties=species:S:1:pos:R:3:lowdin_charge:R:1
Y 0.31 0.00 0.66 1.081
Cl -2.22 7.09 -0.42 0.657
C -1.95 5.39 -0.18 -0.672
C -2.92 4.47 -0.60 -0.081
C -2.74 3.13 -0.42 -0.002
C -1.56 2.62 0.18 -0.393
O -1.41 1.34 0.33 -0.269
C -0.59 3.57 0.61 -0.173
C 0.65 3.20 1.22 -0.213
O 1.09 2.06 1.41 -0.132
C -0.81 4.95 0.43 -0.065
H -3.82 4.84 -1.08 0.110
H -3.48 2.42 -0.76 0.117
H 1.28 4.04 1.55 0.141
H -0.06 5.65 0.75 0.119
Br -1.56 1.96 3.68 0.866
C -0.55 0.48 4.27 -0.715
C -0.61 0.14 5.62 -0.103
C 0.11 -0.96 6.04 -0.035
C 0.86 -1.66 5.11 0.013
C 0.87 -1.24 3.80 -0.172
N 0.16 -0.18 3.37 0.038
C 1.69 -1.99 2.75 -0.590
O 2.24 -3.02 3.07 0.077
O 1.68 -1.43 1.59 -0.218
H -1.22 0.73 6.29 0.101
H 0.09 -1.26 7.08 0.116
H 1.45 -2.53 5.37 0.124
C -0.53 -2.90 -2.51 -0.267
P 0.09 -2.63 -0.81 0.800
C 1.76 -3.34 -0.91 -0.268
C -0.84 -3.90 0.14 -0.370
C -0.63 -5.26 -0.05 -0.081
C -1.31 -6.20 0.70 -0.070
C -2.22 -5.79 1.66 -0.074
C -2.45 -4.44 1.86 -0.087
C -1.77 -3.48 1.10 -0.376
P -2.05 -1.69 1.32 0.858
C -2.99 -1.56 2.88 -0.269
C -3.35 -1.33 0.08 -0.244
H -0.41 -3.94 -2.81 0.044
H 0.04 -2.25 -3.18 0.021
H -1.59 -2.63 -2.58 0.029
H 1.77 -4.30 -1.43 0.039
H 2.16 -3.46 0.10 0.038
H 2.39 -2.63 -1.45 0.009
H 0.09 -5.59 -0.79 0.099
H -1.12 -7.26 0.54 0.107
H -2.75 -6.52 2.26 0.106
H -3.17 -4.13 2.61 0.090
H -2.39 -1.92 3.71 0.044
H -3.93 -2.11 2.85 0.044
H -3.21 -0.50 3.04 0.017
H -4.19 -2.02 0.17 0.052
H -2.93 -1.40 -0.92 0.025
H -3.69 -0.31 0.23 0.037
C 4.78 1.34 -2.87 -0.244
Si 3.51 1.63 -1.51 0.158
C 3.23 3.49 -1.41 -0.217
C 4.23 1.04 0.12 -0.239
As 1.62 0.33 -1.89 0.666
Si 0.24 1.51 -3.34 0.158
C 0.07 3.36 -3.08 -0.204
C -1.48 0.76 -3.20 -0.226
C 0.82 1.27 -5.11 -0.241
H 5.69 1.92 -2.69 0.026
H 4.38 1.63 -3.84 0.015
H 5.05 0.29 -2.92 0.022
H 4.09 3.98 -0.94 0.031
H 2.33 3.75 -0.84 -0.001
H 3.11 3.92 -2.41 0.017
H 5.23 1.46 0.28 0.028
H 4.31 -0.05 0.14 0.024
H 3.60 1.35 0.96 0.006
H -0.23 3.61 -2.06 0.002
H -0.68 3.76 -3.76 0.035
H 1.01 3.88 -3.29 0.014
H -1.87 0.85 -2.18 -0.007
H -1.47 -0.30 -3.46 0.003
H -2.18 1.26 -3.88 0.033
H 1.83 1.68 -5.25 0.017
H 0.15 1.76 -5.82 0.026
H 0.87 0.20 -5.36 0.019
```